{
  "formula": "C18H30AlBrCl2NO2P",
  "method": "ωB97M-V with the def2-TZVPD basis set",
  "total_charge": -1,
  "max_force_ev_per_a": 0.60,
  "s_squared": 0.7541,
  "orbital_gap_ev": [6.86, 6.86],
  "spin_multiplicity": 2,
  "homo_ev": [-4.404, -4.404],
  "e_lumo_ev": [2.460, 2.457],
  "elements": ["Br", "Cl", "Cl", "P", "Al", "O", "O", "N", "C", "C", "C", "C", "C", "C", "C", "C", "C", "C", "C", "C", "C", "C", "C", "C", "C", "C", "H", "H", "H", "H", "H", "H", "H", "H", "H", "H", "H", "H", "H", "H", "H", "H", "H", "H", "H", "H", "H", "H", "H", "H", "H", "H", "H", "H", "H", "H"],
  "positions_angstrom": [[2.82, -2.26, 0.83], [-1.04, -1.31, 0.91], [-3.00, -5.14, 0.46], [1.61, -2.12, -1.11], [0.02, -3.87, -0.62], [1.67, 3.94, -0.82], [2.66, -2.83, -2.19], [0.72, 3.98, 0.03], [0.48, -5.69, -2.93], [-1.05, -6.28, -4.68], [-1.71, -4.75, -2.94], [-0.81, 5.62, 1.22], [-0.89, 2.45, 1.23], [-2.39, -3.63, 1.23], [-0.46, -4.84, -2.32], [0.20, -6.40, -4.09], [0.59, 2.73, 0.85], [0.60, 5.32, 0.71], [1.40, 4.19, 2.83], [1.60, 5.35, 1.87], [-1.59, -2.88, 0.17], [0.94, 6.39, -0.32], [1.07, 1.54, 0.03], [1.49, 2.86, 2.09], [-2.00, -5.46, -4.10], [-1.66, -3.98, 2.51], [1.46, -5.82, -2.47], [-0.84, 6.65, 1.58], [2.18, 4.22, 3.60], [0.53, 1.46, -0.91], [2.61, 5.31, 1.46], [-1.56, 3.26, 0.96], [1.97, 6.31, -0.66], [2.70, -3.79, -2.11], [0.95, -7.04, -4.53], [0.29, 6.31, -1.19], [-1.01, 2.26, 2.30], [-2.48, -4.12, -2.51], [1.49, 6.31, 2.38], [-2.36, -4.45, 3.21], [0.79, 7.37, 0.13], [2.13, 1.59, -0.18], [1.26, 2.02, 2.76], [-1.25, -3.08, 2.97], [-3.29, -3.06, 1.48], [2.53, 2.71, 1.76], [-2.30, -2.56, -0.60], [-2.99, -5.37, -4.55], [-1.55, 5.52, 0.42], [0.88, 0.63, 0.60], [-0.85, -4.68, 2.31], [-1.12, 4.98, 2.05], [0.64, -4.90, 0.45], [-1.28, -6.84, -5.59], [0.45, 4.27, 3.36], [-1.25, 1.57, 0.70]]
}